Record 1
Here is C20H23ClN2O5 in the gas phase from the Open Molecules 2025 dataset. Energies are from wB97M-V/def2-TZVPD.

XYZ file:
```
51
C20H23ClN2O5 wB97M-V/def2-TZVPD
C -1.531 3.615 -4.755
C -0.945 2.360 -4.126
H -1.112 2.342 -3.047
H -1.376 1.465 -4.586
O 0.475 2.307 -4.279
C 0.929 1.841 -5.444
O 0.246 1.564 -6.390
C 2.454 1.776 -5.473
O 3.084 1.957 -4.222
C 2.754 1.150 -3.182
C 3.323 1.452 -1.990
O 3.124 0.768 -0.848
C 2.304 -0.289 -0.880
C 1.681 -0.688 -2.009
C 1.850 -0.012 -3.278
O 1.294 -0.376 -4.308
H 1.025 -1.543 -1.980
C 2.139 -0.974 0.449
N 0.741 -1.266 0.701
C 0.553 -2.200 1.797
C -0.933 -2.563 1.909
N -1.726 -1.374 2.140
C -1.960 -0.931 3.430
C -2.296 -1.855 4.429
C -2.584 -1.432 5.709
C -2.570 -0.091 6.057
C -2.261 0.827 5.069
C -1.958 0.424 3.783
H -1.708 1.182 3.059
H -2.244 1.879 5.310
H -2.797 0.220 7.063
Cl -2.987 -2.617 6.907
H -2.357 -2.908 4.207
C -1.512 -0.441 1.057
H -2.138 0.441 1.187
C -0.035 -0.058 0.930
H 0.101 0.610 0.077
H 0.299 0.463 1.845
H -1.816 -0.942 0.133
H -1.066 -3.284 2.712
H -1.261 -3.015 0.969
H 1.133 -3.101 1.591
H 0.892 -1.775 2.760
H 2.684 -1.923 0.426
H 2.592 -0.338 1.230
H 3.995 2.287 -1.869
H 2.822 2.601 -6.091
H 2.737 0.828 -5.944
H -1.062 4.502 -4.335
H -2.599 3.652 -4.563
H -1.366 3.601 -5.829
```

SMILES: CCOC(=O)COc1coc(CN2CCN(c3cccc(Cl)c3)CC2)cc1=O
E (a.u.): -1721.79138
HOMO (eV): -8.050
E_LUMO (eV): 0.509

=====

Record 2
Here is C4H9NO2 in the gas phase from the Open Molecules 2025 dataset. Energies are from wB97M-V/def2-TZVPD.

XYZ file:
```
16
C4H9NO2 wB97M-V/def2-TZVPD
N 1.942 0.554 0.752
C 1.033 -0.352 0.881
O 0.756 -0.450 2.173
C 0.286 -1.156 -0.145
C -1.131 -0.610 -0.402
C -1.157 0.810 -0.971
O -0.834 1.807 -0.028
H 2.424 0.714 -0.110
H 1.504 0.279 2.288
H 0.865 -1.125 -1.075
H 0.223 -2.200 0.182
H -1.632 -1.284 -1.110
H -1.705 -0.623 0.531
H -0.503 0.865 -1.859
H -2.173 1.042 -1.310
H 0.102 1.728 0.203
```

SMILES: [H]/N=C(/O)CCCO
E (a.u.): -363.01711
HOMO (eV): -10.197
E_LUMO (eV): 0.824

=====

Record 3
Here is C3H10N2 in the gas phase from the Open Molecules 2025 dataset. Energies are from wB97M-V/def2-TZVPD.

XYZ file:
```
15
C3H10N2 wB97M-V/def2-TZVPD
C 0.202 0.637 -1.105
C 0.397 -0.192 0.165
C -0.988 -0.429 0.800
N -0.846 -0.961 2.128
N 1.364 0.775 -1.954
H -0.681 0.263 -1.645
H -0.213 1.608 -0.788
H 0.906 -1.148 0.061
H 1.009 0.448 0.809
H -1.529 -1.027 0.062
H -1.496 0.538 0.844
H -1.547 -1.619 2.454
H 0.069 -1.255 2.442
H 2.079 1.203 -1.390
H 1.275 1.159 -2.881
```

SMILES: NCCCN
E (a.u.): -229.78735
HOMO (eV): -8.721
E_LUMO (eV): 1.249

=====

Q: E of number 1 (C20H23ClN2O5)?
A: -1721.79138 a.u.

=====

Q: Which value of E_LUMO does entry 2 give?
A: 0.824 eV

=====

Q: E_LUMO of number 2 (C4H9NO2)?
A: 0.824 eV